{"formula": "C5H12N2O", "method": "ωB97M-V with the def2-TZVPD basis set", "symbols": ["C", "C", "C", "C", "C", "N", "N", "O", "H", "H", "H", "H", "H", "H", "H", "H", "H", "H", "H", "H"], "xyz": [[-1.1984, 0.1268, 0.6347], [-1.7822, 1.4859, 0.2677], [2.0011, 0.3901, -1.0216], [-0.2444, -0.4962, -0.2344], [1.0399, 0.0556, 0.0994], [-0.5308, -1.3600, -1.2456], [1.8088, -0.3928, 1.2724], [-2.2847, -0.6506, 1.1084], [-1.9343, -1.4938, 1.4159], [0.0844, 0.7383, 1.0250], [-1.4766, -1.4653, -1.5761], [0.1362, -2.0463, -1.5569], [2.1990, -1.3167, 1.0939], [1.2226, -0.4628, 2.0975], [-1.0283, 2.1364, -0.1711], [-2.2033, 1.9673, 1.1513], [-2.5939, 1.3460, -0.4558], [2.6409, 1.2179, -0.7113], [2.6714, -0.4488, -1.2588], [1.4726, 0.6690, -1.9347]], "forces_ev_per_angstrom": [[0.026, -0.109, 0.048], [0.068, -0.075, 0.035], [0.023, -0.075, 0.014], [0.050, 0.145, 0.139], [-0.163, 0.011, 0.003], [0.002, -0.030, -0.031], [-0.129, 0.030, -0.083], [0.202, 0.071, -0.101], [-0.021, 0.063, -0.026], [-0.039, -0.124, -0.132], [0.074, 0.020, 0.060], [-0.043, 0.076, 0.044], [-0.044, 0.069, 0.003], [0.009, -0.011, -0.054], [0.004, -0.036, 0.016], [0.021, -0.023, -0.033], [0.039, -0.007, 0.033], [-0.037, -0.033, -0.005], [-0.047, 0.044, 0.033], [0.006, -0.007, 0.037]], "e_lumo_ha": 0.0243, "e_tot_ha": -382.3262, "gap_ev": 7.97, "homo_ev": -7.303, "relative_energy_ev": 4.797}